# 1
The ion C3H8NO with charge -2 at a distorted geometry, computed with ωB97M-V/def2-TZVPD.

Positions of all 13 atoms, in Å:
1 O -2.5657 -0.6083 -0.0268
2 N -0.5196 0.6506 -0.1804
3 C 0.5063 -0.2631 0.3235
4 C -1.8681 0.4299 0.4186
5 C 1.7139 -0.3161 -0.5971
6 H 0.8688 0.1343 1.2758
7 H 1.6379 -0.8919 -1.5218
8 H -0.6156 0.4429 -1.1707
9 H -1.6351 0.4424 1.5187
10 H -2.3858 1.4143 0.2246
11 H 2.5696 -0.8308 -0.1040
12 H 0.0939 -1.2580 0.5284
13 H 2.1997 0.6541 -0.6889

Computed properties:
ΔE to the lowest compared entry with this formula, charge and spin: 0.7 kcal/mol
2S+1: 2
E: -248.90940 Ha
E_HOMO (spin up / spin down): 4.468 / 0.496 eV
Net charge: -2
Frontier orbital gap (spin up / spin down): 3.0555 / 6.9368 eV

Löwdin population analysis, charges in e, atoms 1 to 4:
1 O -0.38
2 N -0.11
3 C -0.40
4 C -0.64


# 2
A structure of composition C50H88AsF12N16O6S2 at a distorted geometry, computed with ωB97M-V/def2-TZVPD.

Positions of all 175 atoms, in Å:
1 As 3.4135 2.6038 -3.2498
2 S -0.9937 -7.4269 -1.8525
3 S -0.4952 -0.6484 -0.5490
4 F 1.1550 -5.9108 -2.4310
5 F 0.0511 -2.1995 -2.7492
6 F 1.1898 -2.8101 -0.9649
7 F 1.7206 -0.9462 -2.0699
8 F 0.5073 -6.1262 -0.2949
9 F 2.2878 1.3041 -3.8269
10 F 2.6548 2.5406 -1.6323
11 F -0.5098 -4.8043 -1.6144
12 F 4.0488 2.7357 -4.8855
13 F 2.2469 3.9181 -3.7851
14 F 4.6505 1.3423 -2.8717
15 F 4.5034 3.8654 -2.6681
16 O -1.4894 -7.3872 -3.2425
17 O 0.3111 0.0790 0.4281
18 O -1.1621 0.2536 -1.4901
19 O -1.4658 -1.5625 0.0457
20 O -0.2571 -8.7051 -1.6868
21 O -2.0153 -7.2551 -0.8121
22 N -1.6255 -5.4252 2.8401
23 N -0.4954 4.2797 -0.7296
24 N -2.5816 4.5771 -1.3568
25 N -4.1431 -3.2072 -0.3963
26 N -1.1443 1.3852 -5.3331
27 N -3.5152 0.3859 4.8742
28 N -6.0316 -2.3605 0.4954
29 N -0.0978 3.2173 -6.0518
30 N -0.8246 2.8609 2.5079
31 N 6.9744 -2.6017 -4.1768
32 N 4.8976 -3.1219 -3.5483
33 N 1.1222 3.1700 3.5328
34 N 5.6843 1.2210 2.9559
35 N 4.4861 0.9803 1.1104
36 N 0.3414 -4.3570 2.5806
37 N -2.9457 2.3156 5.9423
38 C 8.4813 -2.6367 -4.4614
39 C -1.3699 0.0247 -4.8346
40 C 0.3964 4.2829 3.8026
41 C -3.8369 5.3370 -1.6695
42 C 0.8288 5.5513 -6.4395
43 C -2.0856 2.4027 -5.4084
44 C -1.4408 3.5500 -5.8732
45 C 6.2544 -1.4483 -4.1383
46 C -3.1225 -4.1573 -0.8013
47 C 1.7791 -4.0232 2.3196
48 C -4.4206 1.4432 4.5527
49 C 0.7032 -1.7398 -1.6826
50 C -3.2576 2.8735 1.5385
51 C -0.8904 3.1928 -1.5051
52 C -3.8060 5.9286 -3.1405
53 C 5.1241 2.2379 1.1175
54 C -1.8231 -4.0594 2.8105
55 C -0.8576 4.0148 3.3120
56 C -0.6510 -3.4155 2.5732
57 C 4.9776 -1.7515 -3.7032
58 C -8.4673 -1.9594 0.1132
59 C -0.2470 -5.6044 2.7450
60 C 6.3001 0.8574 4.2737
61 C -2.5931 0.9550 5.7579
62 C 0.8620 4.5204 -0.1993
63 C -3.4684 -0.9668 2.8383
64 C 0.0458 1.8976 -5.7552
65 C 4.8105 0.3813 2.2658
66 C -4.1947 -1.8280 -0.7063
67 C 2.5131 2.9544 3.9841
68 C 0.1949 -5.9434 -1.5510
69 C -1.5701 5.1072 -0.6438
70 C 9.2012 -2.1592 -3.1856
71 C -1.9334 2.2032 1.8424
72 C -3.5884 -0.9408 4.3712
73 C -3.1288 -6.7048 4.4435
74 C -2.3168 3.2533 6.7473
75 C -7.3744 -2.2871 1.1364
76 C 3.7849 -3.8595 -3.1031
77 C 3.5677 0.5119 0.1622
78 C -5.4068 -1.2978 -0.1066
79 C -2.2675 3.3448 -1.8970
80 C 0.3846 2.3025 2.7483
81 C -2.6298 -6.4351 2.9411
82 C 0.9048 4.0312 -6.7386
83 C 5.4697 1.5482 5.3496
84 C -4.0636 2.5960 5.1520
85 C -5.2249 -3.4951 0.3883
86 C 5.8371 2.3706 2.2760
87 C 6.0844 -3.6279 -3.9471
88 H 2.7105 1.8845 4.0502
89 H 4.1181 -1.1180 -3.5410
90 H -5.4719 -4.5127 0.6530
91 H 3.0706 -3.2598 -2.5388
92 H 0.7717 1.3776 2.3468
93 H 3.2717 -4.3719 -3.9168
94 H -1.7322 4.5790 -6.0236
95 H -3.9920 -7.3573 4.5747
96 H -3.1274 2.1615 -5.2574
97 H -0.4051 -2.3681 2.4790
98 H 6.3344 -4.6784 -3.9664
99 H 1.5490 4.6876 -1.0288
100 H 3.2127 3.3889 3.2700
101 H -1.9598 -0.4941 -5.5903
102 H 2.3108 -4.7720 1.7326
103 H -3.7552 3.1112 2.4786
104 H 4.0469 0.4099 -0.8115
105 H 2.7673 1.2508 0.1235
106 H -8.4780 -0.9476 -0.2921
107 H 0.8257 5.1870 4.2084
108 H -7.2728 -1.5096 1.8936
109 H -4.5036 -1.3111 4.8331
110 H -9.3801 -1.9855 0.7083
111 H -7.5793 -3.2720 1.5559
112 H -4.7161 4.7460 -1.4130
113 H 0.9212 1.2675 -5.8093
114 H 8.6013 -1.9440 -5.2943
115 H 6.6542 -0.4782 -4.3943
116 H 1.3432 3.7122 0.3514
117 H -3.8587 6.2539 -1.0806
118 H -4.0027 -0.1084 2.4313
119 H -1.8524 0.1162 -3.8615
120 H -2.7770 -1.5058 4.8301
121 H -1.6644 4.7055 3.1163
122 H -5.2352 1.3313 3.8525
123 H 5.0101 2.9303 0.2965
124 H 3.2270 -0.4535 0.5364
125 H -0.1800 2.4200 -1.7589
126 H -4.4326 3.6098 5.2005
127 H -2.9705 2.6650 -2.3554
128 H -1.5221 5.9551 0.0235
129 H -3.9294 5.2113 -3.9519
130 H -3.8139 -1.8886 2.3703
131 H -2.4066 -0.7927 2.6639
132 H 8.8582 -1.1760 -2.8634
133 H -2.3631 -4.1689 -0.0195
134 H -3.8747 2.3183 0.8320
135 H -3.1734 3.8753 1.1172
136 H -2.5782 4.2875 6.5230
137 H -1.8368 0.4185 6.3116
138 H 7.3161 1.2474 4.3351
139 H -1.2544 3.2562 6.5035
140 H 4.3998 1.3513 5.4175
141 H -8.6440 -2.6131 -0.7410
142 H 1.7714 6.0878 -6.5482
143 H 0.1331 6.0544 -7.1110
144 H -2.8737 -3.8322 2.9157
145 H 8.8529 -3.6247 -4.7333
146 H 5.9549 1.4318 6.3187
147 H -2.8162 6.3720 -3.2491
148 H -2.3218 -7.1301 5.0403
149 H 6.2122 -0.2291 4.2695
150 H -1.6627 1.8845 0.8358
151 H 2.3564 -3.9804 3.2431
152 H -3.4368 -6.2094 2.2441
153 H -0.3843 -0.4404 -4.8144
154 H 9.1826 -2.9071 -2.3929
155 H -3.4339 -1.2348 -1.1918
156 H -4.5403 6.7327 -3.1884
157 H 6.4170 3.2313 2.5751
158 H 10.2793 -2.1154 -3.3406
159 H -2.4136 2.9752 7.7967
160 H 4.1169 -4.6285 -2.4056
161 H -3.4805 -5.1832 -0.7150
162 H 5.4081 2.6156 5.1377
163 H -5.8708 -0.3228 -0.0846
164 H 1.8609 3.7089 -6.3261
165 H 1.9379 -3.0479 1.8594
166 H 4.4327 -0.5913 2.5444
167 H 0.5105 5.7998 -5.4270
168 H 2.6047 3.4096 4.9702
169 H 0.8629 3.8537 -7.8132
170 H -2.6755 -3.8897 -1.7587
171 H 0.2611 -6.5569 2.7143
172 H -2.1246 1.2936 2.4118
173 H 0.7439 5.3868 0.4516
174 H -2.0600 -7.2879 2.5721
175 H -3.3040 -5.7683 4.9729

Computed properties:
2S+1: 1
E: -7514.40452 Ha
E_HOMO: -15.006 eV
Net charge: +5
Frontier orbital gap: 4.1568 eV

Löwdin population analysis, charges in e, atoms 1 to 4:
1 As 0.91
2 S 0.50
3 S 0.50
4 F 0.17


# 3
The molecule C19H28F3N3, computed with ωB97M-V/def2-TZVPD.

Positions of all 53 atoms, in Å:
1 F 6.4622 -1.2449 0.1581
2 F 4.6744 -2.1462 0.9419
3 F 4.9518 -1.9842 -1.1816
4 N -5.1021 -0.6776 -0.5535
5 N -1.1918 0.2161 0.8584
6 N 1.0424 1.2850 -0.6510
7 C -0.3386 -0.6338 0.0563
8 C 4.4460 0.0095 -0.0083
9 C -4.7974 -0.9329 0.8375
10 C -7.5721 -0.0341 -0.3469
11 C 4.4282 2.3608 0.3112
12 C -8.1831 -0.6032 0.9289
13 C 0.3242 0.1151 -1.1152
14 C -4.5549 0.5924 -0.9753
15 C -2.6113 0.2656 0.5696
16 C 0.1278 2.1794 0.0307
17 C 3.0834 2.3915 0.0166
18 C 5.1359 1.1686 0.3068
19 C 5.1371 -1.3211 -0.0219
20 C -0.5198 1.4411 1.2201
21 C 3.0907 0.0212 -0.2975
22 C 2.3675 1.2212 -0.2922
23 C -3.2837 -1.0410 1.0083
24 C -3.0297 0.5480 -0.8819
25 C -6.4690 -0.9242 -0.9584
26 H -6.4883 -0.8111 -2.0467
27 H 6.1883 1.1406 0.5357
28 H -3.0162 1.0695 1.1975
29 H -8.3667 0.0833 -1.0868
30 H -0.9133 -1.4787 -0.3196
31 H -2.6246 1.5019 -1.2250
32 H -4.9232 1.4356 -0.3606
33 H -3.0344 -1.2470 2.0494
34 H -5.2688 -1.8743 1.1281
35 H -7.1657 0.9593 -0.1487
36 H -2.6678 -0.2486 -1.5324
37 H -6.6896 -1.9718 -0.7325
38 H 4.9413 3.2823 0.5408
39 H -0.6372 2.4975 -0.6846
40 H -0.4445 0.4713 -1.8078
41 H -2.9250 -1.8684 0.3967
42 H -7.4463 -0.6824 1.7232
43 H 0.2838 1.1818 1.9230
44 H -8.5922 -1.5940 0.7419
45 H 0.9912 -0.5421 -1.6712
46 H 2.5826 3.3466 0.0022
47 H 2.6135 -0.9209 -0.5126
48 H 0.6443 3.0634 0.3976
49 H -1.2206 2.1028 1.7312
50 H 0.4502 -1.0200 0.7142
51 H -8.9909 0.0379 1.2767
52 H -4.8551 0.7732 -2.0107
53 H -5.1748 -0.1329 1.5003

Computed properties:
ΔE to the lowest compared entry with this formula, charge and spin: 4.9 kcal/mol
2S+1: 1
E: -1204.66323 Ha
E_HOMO: -7.496 eV
Net charge: 0
Frontier orbital gap: 8.2825 eV
Structure (SMILES): CCCN1CCC(N2CCN(c3cccc(C(F)(F)F)c3)CC2)CC1

Löwdin population analysis, charges in e, atoms 1 to 4:
1 F 0.14
2 F 0.13
3 F 0.13
4 N -0.18


# 4
The molecule C10H15N3S at a distorted geometry, computed with ωB97M-V/def2-TZVPD.

Positions of all 29 atoms, in Å:
1 S -1.3424 1.7506 2.1777
2 N 2.4891 1.6654 1.4593
3 N 1.5495 -0.0267 0.0601
4 N -0.8614 -0.1863 0.1139
5 C -2.2765 -1.2958 -1.4503
6 C 0.2094 1.2987 1.5817
7 C -0.8978 -1.2402 -0.9284
8 C -0.5396 -2.6167 -0.3261
9 C 1.3146 1.9208 2.1293
10 C -2.5480 -1.1583 -2.9248
11 C 2.5929 0.6534 0.4982
12 C 0.3622 0.3696 0.5669
13 C -2.9366 -0.0132 -1.9285
14 C 3.6471 2.1397 2.1231
15 H -3.2677 -1.7540 -3.4084
16 H -3.0072 -1.8971 -0.8161
17 H -3.9024 0.1837 -1.5120
18 H 4.5954 1.5692 1.8400
19 H -2.2817 0.8450 -1.9916
20 H -0.9079 -3.3940 -0.9502
21 H 3.7803 3.2113 1.9478
22 H 1.3172 2.7690 2.7897
23 H 3.4637 2.1749 3.2116
24 H -0.1895 -1.0450 -1.7078
25 H -1.0407 -2.8055 0.5810
26 H 0.4477 -2.7923 -0.2143
27 H -1.7243 0.2260 0.2607
28 H -1.6714 -0.8538 -3.3709
29 H 3.6259 0.3017 0.1886

Computed properties:
ΔE to the lowest compared entry with this formula, charge and spin: 64.7 kcal/mol
2S+1: 1
E: -952.40804 Ha
E_HOMO (spin up / spin down): -6.906 / -6.906 eV
Net charge: 0
Frontier orbital gap (spin up / spin down): 6.8870 / 6.8881 eV

Löwdin population analysis, charges in e, atoms 1 to 4:
1 S 0.51
2 N -0.13
3 N 0.15
4 N 0.09


Number 1: molecular weight 74.103 g/mol. Number 2: molecular weight 1376.392 g/mol. Number 3: molecular weight 355.448 g/mol. Number 4: molecular weight 209.318 g/mol.